[1]
Entry from the OMol25 dataset: C33H20AlCl4O3S as an isolated structure (ωB97M-V/def2-TZVPD).

Properties
* relative energy (zero: lowest compared OMol25 entry of this formula, charge and spin): 0.296 eV
* E_LUMO: 1.48 eV
* maximum force: 0.012 Eh/bohr
* Kohn-Sham gap: 3.97 eV
* HOMO: -2.49 eV
* net charge: -1
* calculated total energy: -108213.8422 eV

Each line ends with the Mulliken charge.
Atoms and positions in Å:
Al1 -0.25 0.58 1.15  0.23
Cl1 -0.99 6.86 2.93  -0.23
C1 -0.87 5.13 2.96  0.31
C2 -0.89 4.45 4.16  0.40
Cl2 -1.03 5.31 5.65  -0.22
C3 -0.80 3.04 4.18  0.07
Cl3 -0.84 2.14 5.65  -0.23
C4 -0.68 2.34 2.99  0.54
O1 -0.61 1.02 2.89  -0.80
C5 -0.66 3.05 1.76  0.65
O2 -0.58 2.30 0.67  -0.73
C6 -0.76 4.43 1.75  0.07
Cl4 -0.75 5.24 0.22  -0.21
C7 1.32 -0.26 0.62  -1.04
C8 2.22 -0.44 1.46  0.67
C9 3.23 -0.63 2.38  -0.65
C10 3.43 -2.00 2.87  0.40
C11 3.18 -3.10 2.02  -0.66
C12 3.31 -4.41 2.45  -0.48
C13 3.72 -4.69 3.75  -0.43
C14 3.96 -3.63 4.61  -0.58
C15 3.82 -2.32 4.19  -0.36
C16 3.96 0.54 2.87  0.46
C17 5.17 0.47 3.59  -0.39
C18 5.84 1.60 4.03  -0.65
C19 5.35 2.87 3.77  -0.49
C20 4.17 2.98 3.03  -0.63
C21 3.50 1.85 2.59  -0.32
H1 2.86 -2.89 1.00  0.37
H2 3.11 -5.22 1.76  0.35
H3 3.84 -5.72 4.08  0.36
H4 4.25 -3.83 5.64  0.35
H5 3.96 -1.51 4.90  0.57
H6 5.60 -0.50 3.79  0.56
H7 6.77 1.48 4.58  0.34
H8 5.87 3.76 4.12  0.36
H9 3.77 3.96 2.80  0.39
H10 2.59 1.97 2.01  0.14
O3 -1.82 -0.27 0.71  -0.21
S1 -3.12 0.14 1.43  0.37
C22 -4.25 -1.06 0.79  0.47
C23 -5.40 -1.29 1.52  -0.35
C24 -6.33 -2.20 1.04  -0.68
C25 -6.08 -2.88 -0.14  -0.39
C26 -4.90 -2.66 -0.84  -0.75
C27 -3.97 -1.75 -0.38  -0.33
C28 -3.70 1.63 0.68  0.69
C29 -4.02 1.73 -0.67  -0.30
C30 -4.43 2.95 -1.17  -0.72
C31 -4.54 4.05 -0.32  -0.44
C32 -4.22 3.94 1.03  -0.64
C33 -3.80 2.71 1.53  -0.42
H11 -5.57 -0.76 2.45  0.43
H12 -7.24 -2.39 1.60  0.38
H13 -6.81 -3.59 -0.51  0.39
H14 -4.70 -3.22 -1.75  0.40
H15 -3.03 -1.60 -0.88  0.49
H16 -3.92 0.87 -1.33  0.43
H17 -4.67 3.05 -2.22  0.39
H18 -4.86 5.00 -0.71  0.39
H19 -4.28 4.80 1.68  0.42
H20 -3.52 2.61 2.58  0.45


[2]
Entry from the OMol25 dataset: C50H37ClGeIMgN5O4Se3Te as an isolated structure (ωB97M-V/def2-TZVPD).

Properties
* relative energy (zero: lowest compared OMol25 entry of this formula, charge and spin): 0.000 eV
* E_LUMO (spin up / spin down): 2.92 / 2.92 eV
* maximum force: 0.014 Eh/bohr
* Kohn-Sham gap (spin up / spin down): 3.48 / 4.90 eV
* HOMO (spin up / spin down): -0.56 / -1.98 eV
* net charge: -2
* calculated total energy: -354016.5167 eV

Each line ends with the Mulliken charge.
Atoms and positions in Å:
Mg1 0.17 0.15 0.27  1.65
Se1 -1.52 -1.97 0.45  0.23
Se2 -2.31 -3.49 -1.06  -0.59
Te1 -0.91 -5.52 1.76  -0.31
Se3 -0.45 -3.19 2.22  -0.25
Cl1 4.53 1.11 5.60  -0.33
C1 3.11 0.86 4.60  0.61
C2 1.92 1.42 4.96  -0.47
C3 0.77 1.25 4.18  -0.16
I1 -1.00 2.15 4.76  -0.02
C4 0.77 0.51 3.00  0.41
O1 -0.23 0.36 2.23  -0.84
C5 2.05 -0.10 2.65  0.38
N1 2.04 -0.84 1.52  0.22
C6 3.14 -1.42 1.13  -0.27
C7 4.35 -1.31 1.83  -1.11
C8 4.39 -0.57 2.98  -0.90
C9 3.21 0.07 3.43  -0.12
H1 1.87 2.02 5.86  0.40
H2 3.08 -2.00 0.21  0.46
H3 5.24 -1.81 1.46  0.44
H4 5.30 -0.46 3.55  0.40
C10 11.36 3.66 -6.95  -0.83
O2 10.69 2.42 -6.98  -0.47
C11 9.57 2.29 -6.19  0.97
C12 8.92 1.06 -6.25  -0.56
C13 7.79 0.83 -5.49  -0.53
C14 7.28 1.83 -4.66  0.23
C15 7.94 3.05 -4.61  -0.78
C16 9.08 3.29 -5.37  -0.58
C17 6.08 1.54 -3.87  0.17
N2 5.40 0.42 -3.94  -0.86
C18 4.36 0.58 -3.03  0.49
C19 4.44 1.80 -2.42  -0.07
N3 5.55 2.42 -2.96  -0.08
C20 3.53 2.28 -1.42  1.59
C21 3.58 3.51 -0.82  -0.86
C22 2.61 3.84 0.15  -1.46
C23 1.67 2.88 0.47  -0.80
N4 1.60 1.66 -0.07  0.17
C24 2.51 1.34 -1.07  -0.47
C25 2.38 0.09 -1.72  0.65
N5 1.32 -0.71 -1.38  0.83
C26 1.21 -1.90 -1.96  -0.61
C27 2.09 -2.39 -2.91  -1.17
C28 3.15 -1.59 -3.30  -0.84
C29 3.31 -0.35 -2.72  0.32
H5 12.19 3.57 -7.63  0.24
H6 11.73 3.88 -5.94  0.33
H7 10.70 4.47 -7.28  0.33
H8 9.32 0.29 -6.90  0.42
H9 7.28 -0.12 -5.53  0.48
H10 7.57 3.85 -3.98  0.23
H11 9.56 4.26 -5.30  0.37
H12 5.89 3.33 -2.72  0.17
H13 4.35 4.23 -1.10  0.33
H14 2.59 4.81 0.63  0.41
H15 0.91 3.09 1.21  0.47
H16 0.35 -2.49 -1.65  0.13
H17 1.92 -3.37 -3.35  0.45
H18 3.86 -1.91 -4.05  0.51
O3 -2.09 3.12 -0.58  -0.85
C30 -1.45 2.24 -1.14  0.50
O4 -1.28 1.05 -0.72  -0.58
C31 -0.73 2.61 -2.46  -0.93
C32 -0.34 1.44 -3.36  1.94
Ge1 -1.77 0.76 -4.47  1.46
C33 -2.12 2.01 -5.95  0.03
C34 -3.19 1.80 -6.83  -0.22
C35 -3.43 2.66 -7.89  -0.71
C36 -2.60 3.75 -8.10  -0.38
C37 -1.54 3.98 -7.23  -0.68
C38 -1.31 3.12 -6.17  -0.50
C39 -1.18 -0.93 -5.27  0.07
C40 0.03 -0.96 -5.96  -0.46
C41 0.52 -2.15 -6.49  -0.60
C42 -0.20 -3.32 -6.33  -0.47
C43 -1.40 -3.31 -5.64  -0.69
C44 -1.89 -2.12 -5.12  -0.14
C45 -3.40 0.52 -3.45  -0.02
C46 -3.45 -0.49 -2.48  0.45
C47 -4.56 -0.63 -1.66  -0.56
C48 -5.62 0.25 -1.78  -0.68
C49 -5.59 1.26 -2.73  -0.64
C50 -4.48 1.40 -3.55  -0.38
H19 0.18 3.14 -2.15  0.29
H20 -1.36 3.36 -2.96  0.37
H21 -0.06 0.60 -2.72  -2.40
H22 0.54 1.66 -3.98  0.71
H23 -3.84 0.95 -6.68  0.41
H24 -4.26 2.48 -8.56  0.37
H25 -2.78 4.43 -8.92  0.35
H26 -0.89 4.84 -7.38  0.38
H27 -0.48 3.31 -5.50  0.20
H28 0.61 -0.05 -6.08  0.30
H29 1.47 -2.15 -7.01  0.39
H30 0.19 -4.25 -6.72  0.35
H31 -1.95 -4.23 -5.49  0.40
H32 -2.82 -2.13 -4.56  0.35
H33 -2.62 -1.17 -2.35  0.08
H34 -4.56 -1.41 -0.91  0.31
H35 -6.48 0.16 -1.12  0.34
H36 -6.41 1.96 -2.81  0.36
H37 -4.46 2.20 -4.28  0.35


[3]
Entry from the OMol25 dataset: a single C4H4O3 molecule (ωB97M-V/def2-TZVPD).

Properties
* relative energy (zero: lowest compared OMol25 entry of this formula, charge and spin): 2.210 eV
* E_LUMO: 0.18 eV
* maximum force: 0.011 Eh/bohr
* Kohn-Sham gap: 10.30 eV
* HOMO: -10.13 eV
* SMILES string: O=CC1(C=O)CO1
* calculated total energy: -10353.0025 eV

Each line ends with the Mulliken charge.
Atoms and positions in Å:
O1 -2.17 0.97 0.19  -0.45
C1 -0.99 1.13 0.02  -0.20
C2 -0.04 -0.02 -0.17  1.01
C3 1.32 0.31 -0.70  -0.20
O2 1.85 1.37 -0.49  -0.47
C4 -0.22 -1.20 0.71  -0.52
O3 -0.61 -1.24 -0.64  -0.42
H1 -0.51 2.13 0.00  0.37
H2 1.78 -0.48 -1.32  0.35
H3 0.64 -1.81 0.99  0.28
H4 -1.04 -1.16 1.43  0.25


Look up the relative energy (zero: lowest compared OMol25 entry of this formula, charge and spin) of the second one.
0.000 eV


Among the records above, which one has the highest relative energy (zero: lowest compared OMol25 entry of this formula, charge and spin)?
C4H4O3


Which value of relative energy (zero: lowest compared OMol25 entry of this formula, charge and spin) does entry 1 give?
0.296 eV


Which of these has the lowest calculated total energy?
C50H37ClGeIMgN5O4Se3Te